# 1
94
Properties=species:S:1:pos:R:3:forces:R:3 method="wB97M-V/def2-TZVPD" orbital_gap_ev="2.641 / 6.151" homo_energy_ev="-1.84 / -5.35" spin_multiplicity=2 e_tot_ev=-140979.4610 total_charge=-1
Cl 2.919059 -0.390401 0.283903 0.174 -0.098 0.242
C 4.386479 0.412949 0.855713 1.046 1.337 -0.224
C 4.235639 1.292539 2.101973 -0.406 0.045 -0.943
Cl 3.920989 0.287599 3.506293 0.137 -0.353 0.600
H 4.736639 1.035659 0.032483 -0.454 0.352 -0.075
H 5.254439 -0.237361 0.964563 -0.537 -0.711 0.361
H 3.403859 1.995329 2.053803 -0.038 -0.198 -0.352
H 5.135889 1.892779 2.233713 0.140 -0.316 0.138
Cl 0.458619 -4.787251 1.333773 -0.072 0.877 0.092
C 1.425459 -3.266661 1.237983 0.345 0.385 -0.110
C 2.834639 -3.537301 1.696243 0.364 -0.829 -0.522
Cl 2.825969 -4.196651 3.361573 0.171 0.346 0.183
H 1.124499 -2.396631 1.821563 -1.066 -0.561 0.449
H 1.346399 -2.910191 0.210953 0.358 -0.317 -0.094
H 3.458039 -2.644081 1.655903 -0.215 -0.069 0.180
H 3.290109 -4.324591 1.095543 0.050 0.120 -0.029
Cl -0.930531 -0.321321 -0.736287 -0.444 -0.934 -0.068
C -0.300411 0.970659 0.267683 0.862 0.807 -0.148
C -0.274171 0.623709 1.744933 0.049 0.452 -0.683
Cl 0.596939 2.061089 2.519623 -0.668 -1.069 0.018
H -0.851201 1.881819 0.034183 -0.012 -0.060 0.116
H 0.707089 1.102859 -0.126737 -0.085 0.364 0.238
H 0.270839 -0.304571 1.916243 0.228 0.311 0.213
H -1.284761 0.498989 2.133833 0.175 0.328 0.319
C -0.839831 3.788579 -6.576937 -0.554 0.337 0.151
C -1.575851 4.313779 -5.497847 -0.079 -0.737 0.354
C -1.161291 4.134999 -4.186387 -0.959 1.167 -0.915
C 0.031049 3.509209 -3.945447 1.838 -1.691 1.965
C 0.781039 2.947049 -5.006497 0.072 0.041 -1.019
C 0.344239 3.105319 -6.323957 -0.302 0.243 0.941
N 0.413819 3.286809 -2.576107 -0.173 0.305 -3.088
O 1.370169 2.533669 -2.308507 1.916 -1.784 -0.114
O -0.125961 3.922899 -1.673937 -1.874 1.568 1.833
H -1.209741 3.898729 -7.585617 -0.028 0.033 -0.132
H -2.570371 4.722299 -5.599997 -0.009 0.306 -0.493
H -1.741021 4.520349 -3.360667 0.027 -0.102 0.042
H 1.710159 2.407549 -4.896607 -0.054 0.059 0.667
H 0.905809 2.687509 -7.146437 0.168 -0.074 -0.014
C -2.930301 -2.011061 -5.385727 -0.497 -0.050 -2.215
C -2.903201 -1.901871 -4.039587 1.094 -0.671 0.689
C -2.925121 -0.665821 -3.489947 -0.932 2.309 0.560
C -3.229071 0.461149 -4.308407 0.064 -0.343 1.190
C -3.323951 0.371509 -5.664187 0.374 -1.317 -1.410
C -3.109831 -0.907071 -6.217367 -0.407 -0.481 0.622
N -3.517041 1.786329 -3.681157 1.963 -0.797 1.547
O -4.304181 2.517129 -4.195147 -1.194 0.628 -1.132
O -2.898791 2.056049 -2.660937 -0.297 -0.512 -0.296
H -2.839231 -2.997011 -5.817007 0.031 -0.053 -0.245
H -2.677871 -2.797421 -3.479577 -0.177 0.109 0.436
H -2.781761 -0.546171 -2.426217 -0.180 0.309 -0.032
H -3.488611 1.188239 -6.351387 -0.152 0.321 0.425
H -3.189521 -1.146391 -7.267497 0.125 0.582 -0.215
C -3.820891 0.797119 5.068683 -0.932 0.217 -0.897
C -4.437621 0.128069 6.092923 1.964 -1.108 1.222
C -3.650551 -0.158711 7.239273 0.384 1.120 0.171
C -2.365041 0.462259 7.399883 -1.091 -0.731 -1.385
C -1.840161 1.211389 6.325593 -0.174 0.322 1.097
C -2.570441 1.374889 5.156023 -0.163 0.197 0.709
N -1.564521 0.234209 8.659043 0.099 0.459 -0.373
O -2.075231 -0.520541 9.472413 0.644 0.505 -0.299
O -0.483351 0.824859 8.796903 -1.678 -0.935 -0.320
H -4.430591 0.855239 4.179133 0.266 0.462 -0.377
H -5.405711 -0.310711 5.901403 -0.050 -0.051 0.429
H -4.064891 -0.773851 8.024333 0.173 0.017 0.134
H -0.940611 1.789689 6.476483 0.266 -0.250 -0.018
H -2.269641 2.088189 4.402953 0.422 -0.296 -0.194
C 0.695019 -0.506071 -4.248767 0.119 -0.414 1.416
C 0.583879 -0.950271 -5.530997 -1.102 0.377 -1.085
C 1.658669 -0.968961 -6.388207 0.856 -0.113 0.341
C 2.899809 -0.686021 -5.805817 0.421 -0.160 -0.457
C 3.062679 -0.305011 -4.490987 -0.403 0.165 0.498
C 1.916749 -0.210641 -3.694087 0.633 -0.133 -0.014
N 4.127479 -0.950401 -6.612697 1.518 1.051 0.874
O 5.254389 -0.580691 -6.222147 -1.917 -0.270 0.087
O 3.981439 -1.546081 -7.641777 -0.363 -0.595 -1.045
H -0.156201 -0.505061 -3.584077 -0.199 0.159 -0.130
H -0.421531 -1.187711 -5.845907 0.074 -0.093 -0.466
H 1.581439 -1.205711 -7.439107 0.029 -0.185 0.101
H 4.050029 -0.086751 -4.111637 0.021 -0.111 0.009
H 1.929139 -0.002921 -2.634317 0.383 0.437 -0.085
C 2.122559 -1.582181 6.688903 1.873 -0.875 2.577
C 1.463959 -2.727331 7.059563 -0.787 0.333 -0.372
C 0.303759 -2.992891 6.370923 -1.674 -2.187 -0.541
C -0.182221 -2.242191 5.297303 1.549 1.305 1.007
C 0.497369 -1.050071 5.090073 -0.508 0.343 -1.539
C 1.674169 -0.744391 5.762523 -1.114 1.355 -1.674
N -1.331421 -2.616781 4.453563 -1.292 -0.550 -1.353
O -2.025761 -3.581971 4.754793 0.961 0.570 0.700
O -1.562921 -1.991131 3.408313 1.016 0.024 1.503
H 2.986719 -1.335441 7.287853 0.366 0.178 -0.217
H 1.846189 -3.289161 7.899003 -0.329 -0.355 -0.145
H -0.297151 -3.867301 6.572683 0.112 -0.315 0.323
H 0.124849 -0.367241 4.340823 0.019 0.088 -0.137
H 2.231939 0.152959 5.538773 -0.296 0.125 -0.076


# 2
54
Properties=species:S:1:pos:R:3:forces:R:3 method="wB97M-V/def2-TZVPD" orbital_gap_ev=9.119 homo_energy_ev=-8.44 smiles=COCCNCCOC.COCCNCCOC.O.O e_tot_ev=-28257.8682 relative_energy_ev=0.932 total_charge=0
C 5.207474 2.335636 2.154994 -0.078 1.103 -0.912
O 4.605952 1.117932 2.486269 -0.119 -0.059 0.077
C 4.090891 1.082433 3.795058 -0.223 -0.417 1.100
C 3.272417 -0.185330 4.019579 -0.201 0.179 0.871
N 1.904436 -0.051007 3.545151 -0.160 -0.842 -0.878
C 1.079042 -1.183277 3.924760 -0.037 -0.131 0.253
C -0.392468 -1.011580 3.585457 0.451 -0.893 -0.177
O -1.021688 -0.264022 4.598178 -0.043 0.537 -0.239
C -2.324992 0.095132 4.204572 -0.698 -0.500 0.145
H 6.183013 2.507527 2.616282 -0.010 -0.251 0.138
H 4.567550 3.209017 2.331772 -0.126 -0.253 0.640
H 5.301837 2.392372 1.067161 0.365 -0.486 0.038
H 3.464640 1.953541 4.026245 -0.053 0.084 -0.379
H 4.890643 1.113640 4.548061 0.220 -0.074 -0.258
H 3.223097 -0.482911 5.082472 0.288 0.712 0.266
H 3.811031 -1.061909 3.643821 -0.340 0.162 -0.872
H 1.439105 0.811826 3.790316 0.382 0.171 0.318
H 1.118821 -1.410753 5.004351 0.016 0.287 0.107
H 1.491595 -2.095265 3.483074 -0.151 0.123 -0.409
H -0.816858 -2.023560 3.509734 -0.235 0.055 0.211
H -0.555410 -0.573060 2.593830 0.207 0.298 0.050
H -2.969770 -0.794113 4.184242 0.054 -0.066 -0.166
H -2.357758 0.548699 3.211064 0.148 0.128 -0.012
H -2.795372 0.761268 4.924867 0.426 0.179 0.119
C -6.064942 -0.733974 -2.835680 0.534 0.080 -0.280
O -5.137231 -0.690208 -3.907460 -0.305 -0.112 0.246
C -4.613727 -1.959024 -4.240176 0.708 0.483 0.206
C -3.389456 -1.726371 -5.104392 -0.118 0.536 -0.571
N -2.366880 -0.918741 -4.445714 -0.442 -0.474 -0.036
C -1.076715 -1.011164 -5.089080 0.705 0.612 0.786
C -0.116350 -0.047531 -4.405977 0.365 -0.153 -0.444
O 0.138558 -0.519008 -3.101174 -0.253 0.111 -0.083
C 0.979819 0.323120 -2.363942 0.071 0.787 0.474
H -5.615770 -1.288715 -2.006459 -0.238 -0.079 0.137
H -7.013791 -1.182968 -3.140406 -0.035 -0.118 0.066
H -6.233816 0.292019 -2.515905 -0.068 0.010 -0.040
H -5.368355 -2.579826 -4.732296 0.060 -0.068 -0.115
H -4.253964 -2.484091 -3.340357 -0.314 0.000 0.130
H -3.680417 -1.134156 -5.980051 -0.188 -0.289 -0.129
H -3.015750 -2.691870 -5.475099 0.034 -0.072 0.149
H -2.314277 -1.125412 -3.455371 0.225 -0.068 -0.048
H -1.151049 -0.695507 -6.130892 -0.148 -0.198 -0.086
H -0.590652 -1.994469 -5.017651 -0.270 -0.224 -0.273
H -0.544802 0.962564 -4.438341 -0.016 -0.003 0.369
H 0.849287 -0.013765 -4.933206 -0.134 0.000 -0.198
H 0.538517 1.316226 -2.187824 -0.331 -0.160 0.013
H 1.939747 0.570561 -2.836956 0.025 -0.565 -0.225
H 1.157082 -0.135774 -1.396299 0.138 -0.041 -0.051
O 2.558039 0.604945 0.611833 0.083 0.147 -0.084
H 3.330897 0.801022 1.180455 -0.437 -0.202 -0.145
H 1.921175 0.223620 1.233691 0.258 0.110 0.140
O 2.095205 3.618443 1.600801 0.025 0.099 -0.117
H 2.708002 4.310212 1.329372 -0.127 -0.008 -0.014
H 1.914388 3.117604 0.793250 0.107 -0.184 0.193